73
Properties=species:S:1:pos:R:3:forces:R:3:lowdin_charge:R:1 method="wB97M-V/def2-TZVPD" energy_ha=-1439.52209 smiles="CN1CCCN2CCC[N+]([C@H](c3cc4c5c(c3)CCCN5CCC4)c3cn(C)c4ccccc34)=C12" homo_energy_ev=-9.2 molar_mass_g_mol=468.67 homo_lumo_gap_ev=6.96 total_charge=+1 largest_force_ev_per_a=3.97
C -2.566 -2.348 1.211 -0.436 0.790 0.441 -0.0142
N -1.947 -2.977 0.050 1.050 -0.034 -0.269 -0.0478
C -2.697 -4.208 -0.182 -0.153 -0.377 0.021 -0.1655
C -2.066 -5.128 -1.177 -0.551 -0.354 -0.300 -0.1500
C -0.640 -5.299 -0.790 -0.014 -0.481 0.261 -0.1546
N 0.021 -4.019 -0.613 0.048 0.102 -0.013 -0.0092
C 1.461 -4.248 -0.528 0.144 -0.109 -0.539 -0.1585
C 2.093 -3.054 0.088 0.477 -0.275 0.224 -0.1437
C 1.513 -1.823 -0.561 1.044 -0.190 0.163 -0.1657
N 0.083 -1.621 -0.350 -0.106 -3.572 1.723 0.0428
C -0.396 -0.439 -1.039 -1.186 2.103 -2.109 -0.1798
C 0.594 0.784 -0.958 -0.001 0.000 -0.675 -0.1359
C 0.229 2.013 -0.392 0.298 -0.292 0.494 0.0012
C 1.176 2.940 0.031 0.426 -0.418 -0.869 -0.1353
C 2.547 2.707 -0.248 -0.599 -0.574 0.125 -0.1034
C 2.917 1.577 -1.027 -1.099 0.627 -0.076 -0.1464
C 1.907 0.741 -1.505 -0.102 -0.061 0.826 -0.0310
C 4.355 1.333 -1.341 0.904 0.017 -0.571 -0.1441
C 5.312 2.044 -0.370 -0.026 -0.138 0.104 -0.1612
C 4.873 3.475 -0.159 0.141 -0.065 -0.359 -0.1779
N 3.497 3.556 0.241 0.211 0.085 0.678 -0.0948
C 3.160 4.865 0.735 -0.275 0.387 -0.095 -0.1689
C 1.846 4.893 1.490 0.010 -0.138 0.180 -0.1614
C 0.731 4.188 0.722 -0.453 0.556 -0.020 -0.1418
C -1.797 -0.025 -0.650 -0.356 0.526 -0.391 -0.1510
C -2.919 0.081 -1.472 0.563 0.222 1.430 0.0239
N -3.977 0.628 -0.744 1.111 -0.157 0.268 -0.0992
C -5.313 0.884 -1.235 -0.024 -0.091 -0.243 -0.0137
C -3.535 0.885 0.557 0.659 -0.552 -0.533 -0.1764
C -4.252 1.288 1.676 0.213 0.078 0.727 -0.0082
C -3.584 1.315 2.910 -0.542 0.084 -0.376 -0.0782
C -2.226 1.000 2.995 1.022 -0.058 -0.484 -0.0838
C -1.485 0.645 1.856 -0.035 0.003 0.811 -0.0592
C -2.154 0.521 0.642 -1.136 -0.024 -0.704 -0.2022
C -0.629 -2.870 -0.315 0.200 1.217 0.483 -0.0959
H -1.915 -1.690 1.792 -0.107 -0.142 -0.523 0.0909
H -3.468 -1.822 0.874 0.312 0.194 0.226 0.1068
H -2.925 -3.131 1.895 0.323 0.039 -0.214 0.1000
H -2.753 -4.750 0.777 -0.156 0.168 -0.267 0.1328
H -3.712 -3.921 -0.484 0.133 -0.047 0.156 0.1428
H -2.562 -6.098 -1.076 -0.025 0.112 -0.288 0.1344
H -2.179 -4.784 -2.210 0.084 0.023 0.118 0.1326
H -0.545 -5.875 0.143 -0.094 0.059 -0.139 0.1456
H -0.092 -5.853 -1.560 0.047 0.172 0.106 0.1401
H 1.665 -5.167 0.041 -0.411 0.221 0.035 0.1384
H 1.820 -4.458 -1.542 0.161 0.217 0.052 0.1388
H 1.961 -3.061 1.183 -0.083 0.143 -0.337 0.1385
H 3.173 -3.115 -0.107 -0.266 0.317 0.131 0.1358
H 2.111 -1.002 -0.147 -0.717 -0.001 -0.343 0.1279
H 1.679 -1.883 -1.653 0.197 0.044 0.342 0.1382
H -0.419 -0.690 -2.120 -0.086 -0.093 0.225 0.1597
H -0.818 2.283 -0.251 0.301 -0.324 0.272 0.1245
H 2.191 -0.007 -2.254 -0.090 0.068 0.537 0.1196
H 4.579 1.680 -2.363 -0.026 -0.088 0.181 0.1279
H 4.581 0.258 -1.328 -0.135 0.147 -0.056 0.1135
H 6.335 2.058 -0.763 -0.189 -0.184 0.034 0.1175
H 5.335 1.521 0.597 -0.051 0.097 -0.191 0.1219
H 5.006 4.042 -1.094 0.198 0.036 0.038 0.1368
H 5.454 3.973 0.627 0.098 -0.185 -0.262 0.1250
H 3.988 5.169 1.389 -0.289 0.141 -0.130 0.1239
H 3.115 5.575 -0.110 0.063 0.007 0.137 0.1373
H 1.987 4.413 2.464 -0.020 -0.005 -0.069 0.1194
H 1.569 5.932 1.673 0.010 -0.062 0.094 0.1158
H 0.304 4.874 -0.027 0.140 -0.080 0.133 0.1291
H -0.095 3.953 1.406 0.150 0.041 -0.119 0.1183
H -3.021 -0.182 -2.523 -0.083 0.097 0.321 0.1357
H -5.914 1.278 -0.406 0.087 -0.181 -0.458 0.0848
H -5.294 1.605 -2.062 -0.041 -0.041 0.298 0.0983
H -5.742 -0.050 -1.618 -0.145 0.206 0.194 0.0944
H -5.297 1.554 1.599 -0.011 -0.004 0.147 0.1008
H -4.118 1.586 3.829 0.144 -0.063 -0.522 0.1100
H -1.709 1.060 3.957 -0.247 -0.006 -0.305 0.1065
H -0.408 0.421 1.908 -0.605 0.121 0.115 0.1270